[1]
C30H34N4O7S in the gas phase. Source: OMol25; level of theory: the ωB97M-V functional and the def2-TZVPD basis.

The structure (SMILES) is CCOc1ccccc1NC(=O)Cn1c(=O)n(-c2ccc(OC)cc2OC)c(=O)c2c(C)c(C(=O)N(CC)CC)sc21. The calculation puts the gap between HOMO and LUMO at 8.9 eV. The calculation puts the electronic energy at -2307.5488 a.u. Its total charge is 0.

Geometry (Å):
C 2.0416 5.5350 -0.0901
C 1.1082 5.9201 1.0519
O 0.1049 4.9484 1.2689
C -0.8477 4.7389 0.3272
C -1.2438 5.6627 -0.6354
C -2.3160 5.4006 -1.4707
C -3.0234 4.2177 -1.3577
C -2.6280 3.2784 -0.4227
C -1.5345 3.5140 0.3955
N -1.1458 2.5206 1.3130
C 0.1170 2.0803 1.4927
O 1.1057 2.4687 0.9143
C 0.1758 0.9242 2.5140
N -0.1073 -0.3264 1.8344
C 0.8917 -1.0883 1.3103
C 0.6689 -2.2579 0.6138
C 1.8854 -2.8848 0.1971
C 2.9814 -2.1589 0.5561
S 2.5652 -0.7167 1.4549
C 4.4043 -2.5649 0.3802
O 4.8079 -3.6085 0.8640
N 5.2007 -1.7338 -0.3253
C 4.7423 -0.5663 -1.0466
C 5.1101 0.7404 -0.3465
H 4.7206 1.5803 -0.9146
H 6.1888 0.8470 -0.2635
H 4.6820 0.7728 0.6516
H 5.1928 -0.5848 -2.0443
H 3.6589 -0.6269 -1.1685
C 6.5892 -2.1218 -0.5006
C 6.7769 -3.0363 -1.7079
H 6.1998 -3.9465 -1.5689
H 7.8255 -3.3003 -1.8127
H 6.4477 -2.5482 -2.6229
H 7.1897 -1.2165 -0.6073
H 6.8970 -2.6520 0.4035
C 1.9387 -4.1576 -0.5729
H 1.1044 -4.7928 -0.2890
H 2.8793 -4.6686 -0.3873
H 1.8500 -3.9530 -1.6402
C -0.6877 -2.7102 0.3917
O -1.0347 -3.7098 -0.1943
N -1.6479 -1.8428 0.9431
C -1.4288 -0.6663 1.6069
O -2.3327 0.0457 2.0049
C -3.0185 -2.1484 0.6538
C -3.6962 -3.1090 1.3701
C -5.0114 -3.4210 1.0670
C -5.6460 -2.7544 0.0273
C -4.9591 -1.7806 -0.7015
C -3.6456 -1.4687 -0.4011
O -2.8910 -0.5446 -1.0509
C -3.4505 0.1026 -2.1703
H -4.3411 0.6773 -1.8986
H -3.7070 -0.6155 -2.9549
H -2.6798 0.7807 -2.5339
H -5.4926 -1.2956 -1.5018
O -6.9278 -2.9683 -0.3692
C -7.6860 -3.9455 0.3041
H -7.8095 -3.6984 1.3630
H -8.6607 -3.9467 -0.1812
H -7.2340 -4.9378 0.2110
H -5.5166 -4.1789 1.6418
H -3.1891 -3.6258 2.1698
H 1.1787 0.8707 2.9408
H -0.5673 1.0654 3.3014
H -1.8909 1.9232 1.6667
H -3.1551 2.3420 -0.3182
H -3.8712 4.0243 -1.9968
H -2.6054 6.1373 -2.2050
H -0.7302 6.6069 -0.7250
H 1.6603 5.9393 1.9952
H 0.6666 6.9126 0.8903
H 1.5287 5.5929 -1.0474
H 2.3722 4.5106 0.0611
H 2.9017 6.1986 -0.1073


[2]
A molecular structure, C30H34N4OPdS2Si. Source: OMol25; level of theory: the ωB97M-V functional and the def2-TZVPD basis.

The calculation puts the gap between HOMO and LUMO at 6.8 eV. The calculation puts the electronic energy at -2671.6753 a.u. Its total charge is 0.

Geometry (Å):
Pd -0.3186 -0.5516 -0.8034
C -3.9893 1.8436 -4.2846
C -3.7360 2.9258 -3.2430
N -2.3547 2.9561 -2.7554
C -1.4692 3.9689 -3.3259
C -0.7584 3.4995 -4.5877
C -1.9137 2.0498 -1.8559
S -0.2804 2.0662 -1.3646
N -2.9011 1.1938 -1.4624
C -2.8419 0.4214 -0.3944
O -1.9056 0.2824 0.4528
C -4.0826 -0.4056 -0.1633
C -5.1865 -0.3370 -1.0131
C -6.3013 -1.1251 -0.7714
C -6.3324 -1.9792 0.3267
C -5.2404 -2.0438 1.1795
C -4.1222 -1.2615 0.9295
H -5.0306 1.8751 -4.6119
H -3.7857 0.8615 -3.8605
H -3.3567 1.9810 -5.1616
H -4.4042 2.7939 -2.3941
H -3.9360 3.9079 -3.6720
H -0.7381 4.2446 -2.5701
H -2.0812 4.8476 -3.5346
H -0.1981 2.5885 -4.3798
H -0.0569 4.2626 -4.9284
H -1.4636 3.3056 -5.3969
H -5.1508 0.3360 -1.8583
H -7.1548 -1.0666 -1.4351
H -7.2097 -2.5846 0.5173
H -5.2536 -2.7034 2.0387
H -3.2621 -1.2949 1.5821
C -2.0883 -5.4282 2.1726
C -2.3353 -4.2238 2.8159
C -1.5932 -3.0961 2.4857
C -0.5988 -3.1438 1.5081
C -0.3533 -4.3746 0.8855
C -1.0891 -5.5040 1.2094
Si 0.4410 -1.6436 1.0535
C 2.2300 -2.2012 1.2352
C 2.7647 -2.0012 2.5135
C 4.0311 -2.4550 2.8518
C 4.8013 -3.1196 1.9103
C 4.2955 -3.3241 0.6348
C 3.0269 -2.8702 0.3029
H -2.6605 -6.3099 2.4331
H -3.0982 -4.1643 3.5825
H -1.7895 -2.1602 2.9987
H 0.4484 -4.4546 0.1563
H -0.8773 -6.4490 0.7245
H 0.2414 -0.5981 2.0844
H 2.1812 -1.4748 3.2616
H 4.4179 -2.2836 3.8483
H 5.7926 -3.4709 2.1673
H 4.8931 -3.8359 -0.1091
H 2.6635 -3.0364 -0.7011
C -3.5831 -4.1469 -1.1201
C -2.3217 -4.2608 -1.9018
C -1.9972 -5.2841 -2.7456
C -0.7471 -5.2358 -3.3952
N 0.1124 -4.2459 -3.2369
C -0.2181 -3.2356 -2.4135
S 0.8284 -1.9273 -2.1892
N -1.4199 -3.2687 -1.7642
C -0.3223 -6.3510 -4.2988
H -4.2503 -4.9727 -1.3537
H -4.0866 -3.2004 -1.3375
H -3.3605 -4.1606 -0.0515
H -2.6838 -6.1016 -2.9036
H -1.5720 -2.4854 -1.1156
H -1.1639 -6.9684 -4.6055
H 0.3961 -6.9803 -3.7700
H 0.1823 -5.9430 -5.1723


[3]
A molecular structure, C30H35BrGeN6O2RuS. Source: OMol25; level of theory: the ωB97M-V functional and the def2-TZVPD basis.

The calculation puts the gap between HOMO and LUMO (spin up / spin down) at 5.9 / 6.3 eV. As for the spin multiplicity: 2. Its expectation value of S² is 0.964. The calculation puts the electronic energy at -6787.1673 a.u. Its total charge is -1.

Geometry (Å):
Ru 0.4304 -0.2620 -0.0229
N 0.9427 2.4100 0.5525
C 0.6384 3.7574 0.0870
C -0.8419 4.1166 0.2663
C -1.7509 3.7820 -0.9288
C -2.8707 2.7999 -0.5890
N -2.3224 1.5581 -0.0754
H 0.8441 2.3643 1.5634
H 1.9157 2.1870 0.3452
H 0.9125 3.8184 -0.9690
H 1.2482 4.5015 0.6306
H -0.9103 5.1864 0.4689
H -1.2093 3.5951 1.1479
H -1.1702 3.3484 -1.7446
H -2.2056 4.7003 -1.3100
H -3.4895 2.6624 -1.4929
H -3.5156 3.2256 0.1901
H -1.5921 1.2054 -0.7105
H -3.0476 0.8510 -0.0012
N -1.5658 -1.7884 -0.4644
N -1.1494 -3.0815 -0.0923
C 0.2231 -3.4458 -0.3982
O 0.4290 -4.6438 -0.5041
O 1.0267 -2.4950 -0.4920
H -2.3259 -1.4739 0.1362
H -1.8139 -1.7176 -1.4579
H -1.7900 -3.8350 -0.3382
Br 0.9355 0.2365 6.3763
C 0.4715 -0.1072 4.5575
C 0.6855 -1.3721 3.9968
C 0.2642 -1.5978 2.7119
N -0.3632 -0.6675 1.9586
C -0.6211 0.5337 2.5446
C -0.2010 0.8599 3.8124
H 1.1672 -2.1534 4.5641
H 0.4092 -2.5617 2.2437
H -1.2103 1.2225 1.9468
H -0.4107 1.8339 4.2308
S 5.0727 -0.3110 -0.7173
C 3.5879 -0.1694 -0.1699
N 2.5289 0.0458 0.2957
C 0.2045 0.5290 -1.9820
Ge -0.0349 -0.0084 -3.8054
C -0.6575 -1.8225 -4.3250
C -1.5276 -1.9992 -5.3939
C -1.7686 -3.2600 -5.9101
C -1.1386 -4.3644 -5.3627
C -0.2898 -4.2047 -4.2795
C -0.0478 -2.9401 -3.7708
C 1.7229 0.2608 -4.7199
C 1.8867 0.3223 -6.0965
C 3.1269 0.5914 -6.6482
C 4.2251 0.8017 -5.8309
C 4.0800 0.7103 -4.4581
C 2.8402 0.4372 -3.9141
C -1.3443 1.2624 -4.6337
C -2.6970 1.1821 -4.3223
C -3.5963 2.1258 -4.7824
C -3.1524 3.1799 -5.5637
C -1.8075 3.2787 -5.8762
C -0.9163 2.3300 -5.4098
H 0.7993 1.4565 -1.9990
H -2.0124 -1.1340 -5.8309
H -2.4419 -3.3792 -6.7497
H -1.3023 -5.3446 -5.7904
H 0.1920 -5.0609 -3.8330
H 0.6289 -2.8130 -2.9379
H 1.0332 0.1717 -6.7472
H 3.2350 0.6481 -7.7235
H 5.1842 1.0424 -6.2681
H 4.9294 0.8596 -3.8085
H 2.7325 0.3650 -2.8396
H -3.0456 0.3673 -3.6990
H -4.6433 2.0496 -4.5193
H -3.8484 3.9299 -5.9128
H -1.4488 4.1081 -6.4708
H 0.1362 2.4219 -5.6429


[4]
A molecular structure, C30H35Cl2N6O4Ti. Source: OMol25; level of theory: the ωB97M-V functional and the def2-TZVPD basis.

The calculation puts the gap between HOMO and LUMO (spin up / spin down) at 4.8 / 7.0 eV. As for the spin multiplicity: 3. Its expectation value of S² is 2.044. The calculation puts the electronic energy at -3563.4820 a.u. Its total charge is +1.

Geometry (Å):
Ti 1.1757 -0.0528 -0.7513
C 0.1161 4.2427 4.7635
C 0.0356 3.2090 3.6697
C -1.0372 2.3490 3.5480
C -1.1098 1.3821 2.5394
C -2.2495 0.5067 2.4705
N -2.3423 -0.5250 1.7121
C -3.4821 -1.4446 1.6467
C -4.0641 -1.6020 0.2413
C -4.8312 -0.4050 -0.3366
N -4.0277 0.7871 -0.5537
C -2.8651 0.8514 -1.2858
C -2.4154 0.0135 -2.3231
C -3.1779 -0.8780 -3.1147
C -2.6185 -1.6743 -4.1172
C -3.4882 -2.6028 -4.9282
C -1.2550 -1.6182 -4.3441
C -0.4384 -0.8063 -3.5321
C 1.0084 -0.7512 -3.6840
N 1.7946 -0.4567 -2.7115
C 3.1362 0.0616 -3.0031
C 3.0704 1.6017 -2.8876
C 3.1812 2.1677 -1.4640
N 2.1050 1.7357 -0.5263
C 2.0154 2.3678 0.5814
C 1.0035 2.2192 1.6411
C 1.0343 3.1198 2.6924
C -0.0756 1.2795 1.5687
O -0.1589 0.4146 0.6435
C -1.0017 0.0205 -2.5582
O -0.2175 0.7769 -1.8068
H -0.6701 4.0937 5.5019
H 0.0089 5.2515 4.3613
H 1.0750 4.1966 5.2810
H -1.8456 2.4057 4.2718
H -3.1088 0.7296 3.1012
H -1.4727 -0.8331 1.2582
H -4.2380 -1.1051 2.3579
H -3.1075 -2.4122 1.9803
H -4.7585 -2.4442 0.2863
H -3.2601 -1.8830 -0.4444
H -5.6365 -0.1203 0.3429
H -5.3025 -0.7181 -1.2667
H -4.1195 1.4998 0.1457
H -2.2000 1.6480 -0.9870
H -4.2521 -0.9079 -2.9885
H -4.5408 -2.4827 -4.6742
H -3.2173 -3.6447 -4.7498
H -3.3765 -2.4156 -5.9971
H -0.8048 -2.2326 -5.1170
H 1.4337 -0.8989 -4.6798
H 3.4506 -0.2378 -4.0055
H 3.8542 -0.3198 -2.2773
H 2.1431 1.9461 -3.3480
H 3.9039 2.0279 -3.4484
H 3.1669 3.2569 -1.5144
H 4.1313 1.8541 -1.0295
H 2.7385 3.1693 0.7627
H 1.8685 3.8158 2.7435
Cl -0.1197 -2.4905 -1.0712
C 1.1688 -3.7243 -0.8601
Cl 2.7849 -3.1232 -1.2425
H 0.9328 -4.5284 -1.5437
H 1.1440 -4.0359 0.1764
C 4.9009 0.1204 2.5852
N 3.6428 -0.6059 2.4289
C 2.9837 -1.1359 3.5071
C 1.7787 -1.7040 3.3847
C 1.1172 -1.7128 2.0885
O -0.0296 -2.1437 1.9593
N 1.8299 -1.1980 1.0164
C 3.0714 -0.6772 1.1785
O 3.6794 -0.2593 0.1762
H 5.3829 -0.2082 3.5025
H 4.7263 1.1958 2.6373
H 5.5463 -0.0892 1.7387
H 3.5086 -1.0711 4.4511
H 1.2670 -2.1373 4.2295


[5]
A molecular structure, C30H35ClEuN11O6S3. Source: OMol25; level of theory: the ωB97M-V functional and the def2-TZVPD basis.

The calculation puts the gap between HOMO and LUMO (spin up / spin down) at 3.0 / 5.6 eV. As for the spin multiplicity: 8. Its expectation value of S² is 15.779. The calculation puts the electronic energy at -4583.2344 a.u. Its total charge is -1.

Geometry (Å):
Eu 0.7562 0.6288 -0.0549
C -1.9760 -1.8588 2.7497
C -0.8604 -1.6477 1.7699
N -1.0502 -0.9332 0.6962
N -2.2971 -0.4646 0.5152
C -2.6098 -0.0332 -0.6810
N -3.8629 0.4639 -0.8471
S -1.6691 -0.2616 -2.0802
C 0.4659 -2.2091 1.9453
C 0.8648 -2.8440 3.1325
C 2.1447 -3.3389 3.2416
C 3.0039 -3.2197 2.1560
C 2.5229 -2.6072 1.0107
N 1.2996 -2.1115 0.8884
H -2.5188 -0.9177 2.8287
H -1.6222 -2.1557 3.7297
H -2.6735 -2.6078 2.3758
H -4.3210 0.8400 -0.0328
H -4.0523 0.9039 -1.7321
H 0.1907 -2.9290 3.9694
H 2.4659 -3.8065 4.1615
H 4.0170 -3.5873 2.1984
H 3.1649 -2.5075 0.1423
N 1.7453 -0.9888 -1.8279
C 1.4480 -0.5616 -3.1998
C 2.3962 -1.2491 -4.2034
C 2.6179 -0.6334 -5.5927
C 1.3735 -0.3646 -6.4726
N 0.1591 -1.0159 -6.0314
C -0.8284 -0.4384 -5.3426
N -0.8389 0.8648 -5.1142
N -1.9014 -1.1736 -5.0065
C 1.3481 1.0168 -3.1966
O 1.5449 1.6130 -4.2678
O 0.9126 1.5131 -2.1433
H 2.6748 -0.6351 -1.5835
H 1.7592 -2.0079 -1.7732
H 0.4163 -0.8814 -3.4022
H 2.0582 -2.2852 -4.3223
H 3.3886 -1.2939 -3.7456
H 3.2919 -1.3068 -6.1324
H 3.1233 0.3212 -5.4581
H 1.5718 -0.6984 -7.4965
H 1.1896 0.7070 -6.4958
H 0.1224 -2.0168 -6.1479
H 0.0769 1.3410 -5.0078
H -1.5255 1.1828 -4.4440
H -1.8443 -2.1707 -5.1325
H -2.3717 -0.8808 -4.1452
Cl -2.2613 7.7152 -0.2319
C -1.8660 6.0260 -0.2099
C -2.7586 5.1115 -0.7872
C -2.4774 3.7784 -0.7662
C -1.2902 3.2608 -0.1599
O -1.0979 2.0082 -0.0751
C -0.3728 4.2322 0.3800
C 0.8706 3.7980 0.9272
O 1.2643 2.6285 0.9786
C -0.6949 5.6011 0.3528
H -3.6665 5.4812 -1.2377
H -3.1625 3.0747 -1.2129
H 1.5247 4.5869 1.3404
H 0.0007 6.3098 0.7801
N 8.5096 -2.3210 0.1808
C 7.4004 -1.5190 0.2713
C 6.5366 -1.3828 -0.8204
C 5.4482 -0.5392 -0.7443
C 5.1942 0.1747 0.4124
C 6.0522 0.0639 1.4942
C 7.1493 -0.7699 1.4265
S 3.7243 1.1883 0.5448
O 4.0610 2.3630 1.2931
O 3.2117 1.3355 -0.8087
N 2.6582 0.2167 1.2506
C 2.2053 0.4046 2.4821
S 3.2355 0.4456 3.9052
C 1.8038 0.5241 4.8836
C 0.7040 0.5201 4.0986
N 0.9280 0.4491 2.7562
H 8.5340 -3.0037 -0.5572
H 8.9763 -2.5679 1.0366
H 6.7377 -1.9316 -1.7295
H 4.8012 -0.3914 -1.5951
H 5.8548 0.6542 2.3747
H 7.8320 -0.8433 2.2612
H 1.8804 0.5701 5.9519
H -0.3101 0.5928 4.4533


[6]
A molecular structure, C30H35GeNO5PPb. Source: OMol25; level of theory: the ωB97M-V functional and the def2-TZVPD basis.

The calculation puts the gap between HOMO and LUMO at 7.0 eV. The calculation puts the electronic energy at -4206.3563 a.u. Its total charge is -1.

Geometry (Å):
Pb -0.0548 -0.7556 -0.8540
O 2.1968 -2.2002 2.4920
C 1.3777 -1.3694 2.1399
O 1.5003 -0.5571 1.1704
C 0.0804 -1.1846 2.9978
C -0.4903 0.2226 2.7934
C -1.5574 0.5015 3.8715
C -2.7591 -0.2745 3.3038
C -2.1085 -0.9394 2.0802
O -1.2581 0.0923 1.6033
C -1.1368 -2.0352 2.5563
C -0.8515 -3.0700 1.4332
O -0.8526 -4.2524 1.7332
O -0.7070 -2.6269 0.2494
H 0.3531 -1.3913 4.0366
H 0.2571 1.0038 2.6714
H -1.7683 1.5683 3.9561
H -1.2381 0.1317 4.8449
H -3.5522 0.4033 2.9824
H -3.1726 -1.0003 4.0013
H -2.7906 -1.2512 1.2940
H -1.5424 -2.6022 3.3995
N 2.5314 1.9288 0.9334
C 2.0716 3.1609 0.6598
C 2.9177 4.2685 0.8811
C 2.5132 5.5547 0.6205
C 1.2388 5.7983 0.1231
C 0.4008 4.7292 -0.1212
C 0.7861 3.4141 0.1305
P -0.4010 2.0669 -0.2971
C -1.9148 2.6632 0.5342
C -3.1423 2.2186 0.0503
C -4.3170 2.6879 0.6049
C -4.2786 3.5653 1.6772
C -3.0620 3.9553 2.2078
C -1.8828 3.5062 1.6383
C -0.7420 2.6251 -2.0220
C 0.1084 2.1167 -3.0001
C -0.0598 2.4422 -4.3327
C -1.0840 3.2958 -4.7083
C -1.9183 3.8322 -3.7423
C -1.7505 3.4986 -2.4089
H 1.9603 1.0809 0.9540
H 3.4574 1.8408 1.3153
H 3.9120 4.0816 1.2700
H 3.1952 6.3771 0.7979
H 0.9054 6.8100 -0.0679
H -0.5858 4.9131 -0.5218
H -3.1610 1.5042 -0.7608
H -5.2701 2.3738 0.2039
H -5.1972 3.9317 2.1108
H -3.0333 4.6198 3.0622
H -0.9326 3.8218 2.0460
H 0.9100 1.4512 -2.7086
H 0.5965 2.0214 -5.0825
H -1.2383 3.5294 -5.7525
H -2.7130 4.5072 -4.0340
H -2.4204 3.9131 -1.6690
C -4.6058 -2.2124 -3.7527
Ge -3.8732 -0.8533 -2.4648
C -4.9239 -1.1892 -0.8017
C -4.4021 0.9427 -3.2022
C -1.9164 -0.9644 -2.3760
H -5.6868 -2.1300 -3.8471
H -4.3729 -3.2143 -3.4027
H -4.1652 -2.0904 -4.7393
H -5.9871 -1.2415 -1.0235
H -4.7647 -0.4114 -0.0635
H -4.6277 -2.1361 -0.3635
H -5.0916 0.8536 -4.0382
H -3.5055 1.4447 -3.5565
H -4.8679 1.5771 -2.4553
H -1.5589 -0.4017 -3.2495
H -1.7134 -2.0176 -2.5939


total charge of number 5 (C30H35ClEuN11O6S3)?
-1


What is the electronic energy in the second record?
-2671.6753 a.u.


What is the formula in the sixth record?
C30H35GeNO5PPb


Which value of electronic energy does entry 5 give?
-4583.2344 a.u.